[1]
Entry from the OMol25 dataset: a structure of composition C26H37Cl3GeN3OReSi3 at a distorted geometry (the ωB97M-V functional and the def2-TZVPD basis).

Geometry (Å):
Re -0.69 -0.15 0.80
Ge -2.94 -0.71 1.96
Cl -4.18 0.92 1.28
Cl -3.20 -0.77 4.09
Cl -3.93 -2.54 1.41
Si 1.66 -1.51 -1.30
Si 0.12 1.35 2.83
Si 0.25 -2.25 3.61
O -0.95 -3.18 3.05
N -1.70 -0.47 -1.12
N -0.75 5.53 -7.74
N 1.00 0.26 -0.61
C -1.56 3.01 -3.73
C 0.43 2.98 -5.68
C 1.87 1.33 3.47
C -0.45 1.17 -2.49
C 1.95 -2.96 3.35
C -1.51 0.35 -2.27
C 0.03 -0.87 2.23
C 2.10 -1.13 -3.07
C -3.32 -0.91 -2.66
C 3.12 -2.02 -0.26
C -0.26 2.53 1.39
C -1.07 1.66 4.20
C 0.73 1.20 -1.66
C -1.61 -4.28 3.70
C -0.63 3.88 -5.76
C 1.74 2.11 -1.73
C 0.51 2.10 -4.61
C 2.68 1.82 -0.70
C 0.01 -1.66 5.35
C -0.49 2.11 -3.63
C -1.62 3.90 -4.78
C -2.56 0.07 -3.20
C -2.77 -1.19 -1.39
C -0.69 4.80 -6.86
C 0.36 -2.84 -1.17
C 2.21 0.76 -0.03
H -0.56 -2.63 -1.71
H -0.90 -5.05 3.97
H 0.84 -1.06 5.72
H -0.02 -2.56 5.98
H 2.08 -3.34 2.34
H -2.32 3.02 -2.96
H -2.43 4.61 -4.86
H -2.65 0.53 -4.17
H -0.93 -1.14 5.51
H -1.23 2.41 0.88
H 0.54 2.65 0.66
H 3.58 2.36 -0.48
H 3.32 -3.06 -0.52
H -0.38 3.49 1.91
H 1.95 0.63 4.30
H 4.01 -1.43 -0.48
H 1.19 2.96 -6.45
H 2.87 -0.37 -3.17
H 2.93 -1.99 0.81
H -1.09 0.86 4.94
H 0.13 -3.13 -0.15
H 2.64 1.10 2.74
H -3.13 -1.92 -0.69
H 1.32 1.40 -4.55
H 1.23 -0.86 -3.67
H 1.78 2.94 -2.42
H 2.11 -3.79 4.04
H 0.82 -3.71 -1.64
H -0.72 2.57 4.70
H 2.51 -2.06 -3.49
H -2.34 -4.68 3.01
H -2.13 -3.93 4.59
H -2.09 1.83 3.87
H 2.72 -2.22 3.55
H 2.59 0.28 0.85
H 2.10 2.32 3.88
H -4.18 -1.40 -3.09

Summary:
Spin multiplicity: 3
Relative energy (zero: lowest compared OMol25 entry of this formula, charge and spin): 0.895 eV
Charge: +2
DFT total energy: -153916.414 eV
HOMO (spin up / spin down): -14.42 / -14.41 eV

Results of the Mulliken charge analysis, in e, for atoms 1 through 6: number 1, Re, carries -1.146; number 2, Ge, carries 0.922; number 3, Cl, carries -0.287; number 4, Cl, carries -0.260; number 5, Cl, carries -0.349; number 6, Si, carries 0.363

[2]
Entry from the OMol25 dataset: a cluster of 2 separate species, C4H13NO in total at a distorted geometry (the ωB97M-V functional and the def2-TZVPD basis).

Geometry (Å):
O -0.99 0.80 -1.76
N 1.42 1.39 -1.25
C -0.21 -0.33 1.70
C 0.88 -1.43 1.90
C 0.41 0.34 -1.60
C -1.49 -0.87 1.00
H 1.44 -0.99 2.73
H 0.45 -0.37 -0.74
H 0.39 -2.37 2.21
H -1.22 -1.38 0.10
H 0.17 0.43 1.14
H 1.08 1.98 -0.51
H -2.27 -0.13 0.87
H 0.75 -0.21 -2.44
H 1.69 2.05 -1.98
H -2.01 -1.68 1.50
H -0.47 0.09 2.65
H 1.37 -1.67 1.00
H -1.01 1.81 -1.73

Summary:
Relative energy (zero: lowest compared OMol25 entry of this formula, charge and spin): 1.289 eV
Charge: 0
DFT total energy: -7895.372 eV
HOMO: -9.95 eV

Results of the natural (NBO) charge analysis, in e, for atoms 1 through 6: number 1, O, carries -0.749; number 2, N, carries -0.856; number 3, C, carries -0.384; number 4, C, carries -0.611; number 5, C, carries 0.085; number 6, C, carries -0.609

[3]
Entry from the OMol25 dataset: a cluster of 12 separate species, C29H56F6N6O11S2 in total at a distorted geometry (the ωB97M-V functional and the def2-TZVPD basis).

Geometry (Å):
S -4.09 29.78 1.35
S -5.24 27.99 -0.11
F -7.61 28.51 -1.35
F -3.04 31.74 -0.06
F -1.60 30.93 1.55
F -3.17 32.36 2.05
F -5.94 28.42 -2.78
F -6.25 30.20 -1.35
O -2.08 30.15 -6.90
O -1.06 27.59 9.90
O -5.90 38.37 7.22
O -12.02 31.96 3.41
O 4.77 37.79 4.42
O -6.21 27.72 0.94
O -8.79 21.02 -5.64
O -4.80 26.75 -0.71
O -1.92 20.72 4.34
O -5.37 30.54 1.30
O -3.78 29.28 2.66
N -0.69 28.22 -2.61
N -6.33 27.24 8.13
N -0.18 37.58 -2.15
N 2.57 37.33 4.77
N -11.68 32.85 -6.65
N -3.82 28.98 0.07
C -11.79 30.76 3.78
C 0.30 21.38 3.77
C -0.22 26.71 9.65
C -5.52 36.02 7.59
C -9.57 32.67 -5.15
C -2.85 31.32 1.21
C 0.38 26.56 8.28
C 2.49 36.24 3.78
C -0.93 36.95 -2.74
C -8.57 22.07 -6.20
C -5.75 29.80 8.43
C 1.38 37.69 5.52
C -1.88 36.09 -3.54
C -8.02 23.30 -5.45
C 3.74 38.00 5.01
C 0.35 25.74 10.71
C -6.08 28.40 8.32
C -5.95 37.39 8.01
C -6.14 37.55 9.48
C -1.51 30.39 -9.25
C -8.71 22.21 -7.71
C -1.73 23.10 3.76
C -3.88 30.82 -8.35
C -10.75 32.74 -6.01
C -1.21 21.63 3.91
C -11.98 29.57 2.89
C -11.28 30.50 5.18
C -6.29 28.83 -1.50
C -2.42 30.41 -8.02
H -1.16 23.85 4.31
H -2.72 23.16 4.20
H 3.48 35.81 3.59
H -9.13 33.65 -5.33
H 0.50 20.32 3.89
H 2.19 36.62 2.80
H 1.41 26.90 8.17
H -4.72 29.96 8.12
H -4.53 30.32 -7.63
H -4.11 31.89 -8.38
H -8.77 23.93 -4.98
H 1.03 26.26 11.38
H -12.04 29.93 5.72
H 1.08 36.84 6.14
H -1.90 36.44 -4.57
H -9.03 31.85 -5.62
H 3.63 38.76 5.80
H -1.15 28.40 -3.49
H -9.77 22.05 -7.91
H -2.00 30.65 -10.19
H -0.25 27.11 7.57
H -8.13 21.40 -8.15
H -1.85 23.22 2.68
H -4.03 30.35 -9.32
H -6.29 30.17 7.56
H -6.94 36.94 9.88
H -2.78 36.21 -2.94
H -0.68 31.08 -9.09
H -6.12 30.47 9.21
H -9.78 32.45 -4.10
H -0.48 27.27 -2.33
H 0.71 21.83 2.87
H -1.31 28.48 -1.87
H 0.73 21.75 4.70
H -6.36 35.33 7.54
H 0.88 24.88 10.29
H -10.98 29.50 2.46
H -4.93 35.89 6.69
H -8.46 23.22 -8.04
H -10.38 29.89 5.09
H -7.31 23.84 -6.08
H -12.78 29.70 2.16
H -0.49 25.35 11.27
H -12.21 28.68 3.48
H -4.83 35.74 8.39
H -1.62 35.03 -3.49
H 0.13 28.79 -2.78
H 0.62 37.78 4.75
H -5.17 37.20 9.85
H 1.79 35.46 4.07
H 0.53 25.53 7.97
H -11.05 31.38 5.79
H -6.31 38.60 9.70
H -7.42 22.89 -4.64
H 1.40 38.62 6.10
H -1.24 29.33 -9.32

Summary:
Relative energy (zero: lowest compared OMol25 entry of this formula, charge and spin): 4.482 eV
Charge: 0
DFT total energy: -100410.632 eV
HOMO: -9.16 eV

Results of the Mulliken charge analysis, in e, for atoms 1 through 6: number 1, S, carries 0.888; number 2, S, carries 0.906; number 3, F, carries -0.224; number 4, F, carries -0.230; number 5, F, carries -0.220; number 6, F, carries -0.213

[4]
Entry from the OMol25 dataset: a cluster of 5 separate species, C25H37F6N7O5PS in total at a distorted geometry (the ωB97M-V functional and the def2-TZVPD basis).

Geometry (Å):
S 5.69 0.66 -3.78
P 3.63 2.02 -0.56
F 6.82 -3.30 -0.08
F 8.02 -0.81 2.41
F 8.15 -0.24 -0.51
F 5.54 -1.98 1.31
F 6.85 -1.58 -1.82
F 9.24 -2.36 1.07
O 8.01 -4.55 2.40
O 7.17 -2.98 3.85
O 3.73 -2.84 -4.44
O 2.59 -1.04 -4.42
O 6.06 1.22 0.34
N 1.90 4.96 1.57
N -5.48 -2.85 0.70
N -9.77 1.68 -0.89
N 2.59 -1.24 -2.02
N 3.20 2.06 0.98
N -0.72 -0.48 -2.38
N 2.62 -2.43 -4.48
C 4.99 5.57 3.13
C -12.02 -0.93 -0.16
C -4.41 0.72 1.04
C -1.89 -2.88 -2.71
C 4.33 0.31 -1.11
C 4.20 0.42 -2.71
C 6.87 -0.90 -0.57
C -10.29 0.62 -1.04
C -5.99 -1.81 0.93
C 7.96 -2.01 1.64
C 4.64 7.05 3.06
C 4.56 4.79 1.88
C 5.77 0.26 -0.43
C -11.45 -0.92 1.25
C -6.64 -0.49 1.23
C -5.85 0.63 0.55
C 3.07 4.89 1.71
C -2.95 -3.09 -1.63
C -1.23 -1.54 -2.53
C 7.66 -3.19 2.73
C -10.95 -0.72 -1.24
C 6.76 -2.03 0.58
C 3.21 -0.76 -0.72
C -2.37 -3.07 -0.22
C 3.08 -0.67 -3.14
H 5.05 5.20 0.99
H 4.99 7.57 3.95
H -1.93 -2.10 0.02
H -1.61 -3.84 -0.10
H -12.52 -1.89 -0.34
H 2.38 -0.41 0.00
H -10.20 -1.51 -1.19
H -5.85 0.49 -0.53
H 4.64 2.97 -0.92
H 3.53 -1.76 -0.23
H 4.51 5.14 4.02
H -3.89 1.55 0.55
H -4.37 0.89 2.12
H -2.35 -2.92 -3.71
H -10.69 -1.70 1.37
H -7.66 -0.50 0.86
H 3.61 1.40 -2.91
H 3.56 7.21 2.99
H -3.44 -4.06 -1.80
H 6.07 5.46 3.27
H -3.16 -3.26 0.51
H -11.00 0.04 1.50
H -11.41 -0.74 -2.23
H -1.12 -3.66 -2.66
H -3.72 -2.32 -1.71
H 2.18 2.29 0.97
H 8.99 -4.57 2.26
H -6.67 -0.34 2.31
H -3.85 -0.19 0.80
H -12.79 -0.15 -0.24
H 1.83 -1.95 -2.06
H 6.02 -0.65 -4.17
H -12.24 -1.11 1.98
H 4.84 3.74 1.98
H 5.11 7.52 2.19
H 2.46 2.37 -1.34
H -6.35 1.59 0.74

Summary:
Relative energy (zero: lowest compared OMol25 entry of this formula, charge and spin): 5.149 eV
Charge: +1
DFT total energy: -83605.458 eV
HOMO: -11.87 eV

Results of the Mulliken charge analysis, in e, for atoms 1 through 6: number 1, S, carries -0.074; number 2, P, carries -0.005; number 3, F, carries -0.310; number 4, F, carries -0.227; number 5, F, carries -0.290; number 6, F, carries -0.314

[5]
Entry from the OMol25 dataset: a structure of composition C30H45NO3P2ReS at a distorted geometry (the ωB97M-V functional and the def2-TZVPD basis).

Geometry (Å):
Re -0.04 0.67 0.89
S 3.10 -0.78 0.47
P -0.23 -1.79 0.81
P -0.93 0.58 -1.44
O 3.08 -1.72 -0.63
O 2.87 -1.28 1.81
O 2.29 2.55 -1.04
N 2.10 0.53 0.11
C -1.40 -2.67 -3.95
C -0.18 -1.04 -0.93
C -1.17 -1.26 -3.55
C -3.99 -2.05 -2.57
C -0.49 0.68 2.95
C 0.81 -3.26 0.85
C -3.65 -0.76 -3.35
C 6.73 0.96 1.00
C -1.36 -3.68 -2.75
C 0.50 2.51 1.90
C -2.99 1.17 2.41
C 2.03 1.09 3.47
C -2.00 -3.17 -1.49
C 6.45 2.20 0.40
C 5.75 -0.04 1.06
C -0.89 2.49 1.53
C 2.80 1.60 -0.42
C -0.66 -0.40 3.98
C -2.18 -0.35 -3.32
C -2.65 0.80 -1.00
C 1.43 3.65 1.66
C -3.10 -2.37 -1.40
C -1.86 -2.27 1.49
C 5.20 2.47 -0.14
C -1.55 3.60 0.77
C 4.52 0.23 0.46
C 4.23 1.46 -0.11
C 0.76 1.38 2.74
C -0.13 1.62 -2.63
C -1.51 1.37 2.21
H -3.12 -0.18 -0.97
H -2.65 -1.58 1.19
H 7.72 0.74 1.43
H 7.24 2.95 0.36
H -4.05 -2.88 -3.29
H 0.32 0.99 -3.40
H -2.84 1.29 -0.06
H -0.86 2.31 -3.08
H -2.06 0.68 -3.69
H 0.18 -4.16 0.89
H -1.66 -0.82 3.94
H 1.53 3.85 0.58
H -3.58 1.73 1.68
H -3.27 0.10 2.37
H 0.81 -1.16 -1.37
H 2.89 1.58 2.98
H -2.34 -2.82 -4.52
H 5.91 -1.02 1.55
H -1.79 -2.26 2.59
H -0.12 -0.91 -3.62
H -5.01 -1.95 -2.19
H -0.30 -3.92 -2.57
H -1.83 -4.63 -3.04
H -1.66 -3.72 -0.60
H -3.97 -0.85 -4.40
H -3.27 1.53 3.41
H 0.08 -1.20 3.85
H -3.57 -2.21 -0.42
H 2.25 0.02 3.49
H -0.61 -2.97 -4.66
H 1.43 -3.17 1.76
H -0.50 0.02 4.98
H 2.43 3.43 2.03
H 0.67 2.21 -2.16
H -0.98 3.84 -0.15
H -2.14 -3.29 1.18
H -0.87 -1.73 -1.43
H -1.57 4.51 1.38
H -4.28 0.05 -2.95
H 1.05 4.56 2.13
H 1.47 -3.28 -0.03
H 1.97 1.45 4.51
H 4.93 3.43 -0.57
H -3.12 1.37 -1.81
H -2.57 3.34 0.48

Summary:
Spin multiplicity: 4
Relative energy (zero: lowest compared OMol25 entry of this formula, charge and spin): 0.000 eV
Charge: +2
DFT total energy: -70996.260 eV
HOMO (spin up / spin down): -12.99 / -13.99 eV

Results of the Mulliken charge analysis, in e, for atoms 1 through 6: number 1, Re, carries -0.058; number 2, S, carries 1.059; number 3, P, carries 1.167; number 4, P, carries 0.939; number 5, O, carries -0.695; number 6, O, carries -0.636

[6]
Entry from the OMol25 dataset: a structure of composition C12H16BrCdCl3N2O8SSi at a distorted geometry (the ωB97M-V functional and the def2-TZVPD basis).

Geometry (Å):
Cd 0.41 1.01 -0.92
Br -0.06 4.12 0.24
Cl 3.05 -1.11 -2.78
Cl 3.56 2.07 -2.38
Cl 1.90 1.04 -4.94
S 2.38 0.28 1.08
Si 1.62 0.39 -2.99
O 1.89 1.65 0.87
O -1.97 1.25 -0.94
O 2.49 -0.05 2.50
O -0.55 -1.99 1.33
O -4.15 0.83 -0.79
O 0.40 -0.82 -3.38
O 1.56 -0.70 0.35
O -1.16 0.70 -3.73
N -0.70 1.82 1.56
N -1.54 -1.50 -1.41
C 4.03 0.18 0.38
C -0.91 -3.04 0.49
C 0.13 3.53 3.01
C -0.90 -2.74 -1.01
C -0.84 -0.42 -3.41
C -0.82 1.02 2.60
C -2.68 -1.04 -0.63
C -2.96 0.50 -0.82
C -0.23 3.03 1.77
C -1.80 -1.45 -2.84
C -0.49 1.40 3.89
C 0.00 2.68 4.10
H 0.27 3.03 5.09
H 0.53 4.53 3.11
H -2.46 -1.14 0.43
H -2.83 -1.14 -3.04
H 0.14 -2.68 -1.36
H -1.38 -3.62 -1.50
H -3.61 -1.61 -0.85
H 4.23 -0.87 0.20
H -1.91 -3.35 0.80
H 0.25 -1.54 0.97
H -1.61 -2.43 -3.32
H -0.59 0.71 4.71
H 4.73 0.60 1.08
H -1.19 0.02 2.39
H -0.23 -3.90 0.64
H 4.02 0.74 -0.55

Summary:
Relative energy (zero: lowest compared OMol25 entry of this formula, charge and spin): 1.993 eV
Charge: -2
DFT total energy: -162958.766 eV
HOMO: -2.22 eV

Results of the natural (NBO) charge analysis, in e, for atoms 1 through 6: number 1, Cd, carries 1.443; number 2, Br, carries 0.074; number 3, Cl, carries -0.476; number 4, Cl, carries -0.747; number 5, Cl, carries -0.446; number 6, S, carries 2.398

[7]
Entry from the OMol25 dataset: an isolated molecule of C6H12N2O3 at a distorted geometry (the ωB97M-V functional and the def2-TZVPD basis).

Geometry (Å):
O -0.27 0.43 1.87
O -0.14 1.53 -0.08
O 1.71 -2.01 1.27
N 0.39 -0.65 -0.13
N 0.47 -2.96 -0.45
C 0.96 -1.92 0.30
C 0.01 0.44 0.70
C 0.11 3.58 1.27
C -0.98 -3.25 -0.64
C 0.86 -0.33 -1.49
C -0.79 2.71 0.36
H -0.37 4.37 1.81
H 0.96 3.99 0.76
H 0.88 -3.84 -0.30
H -1.57 -2.36 -0.78
H -1.51 -3.65 0.28
H 0.46 2.78 1.93
H -1.73 2.52 0.87
H 1.88 -0.09 -1.43
H -1.15 -3.98 -1.47
H 0.69 -1.11 -2.23
H -1.07 3.31 -0.63
H 0.19 0.51 -1.81

Summary:
Relative energy (zero: lowest compared OMol25 entry of this formula, charge and spin): 1.691 eV
Charge: 0
DFT total energy: -15538.809 eV
HOMO: -9.84 eV

Results of the natural (NBO) charge analysis, in e, for atoms 1 through 6: number 1, O, carries -0.606; number 2, O, carries -0.542; number 3, O, carries -0.556; number 4, N, carries -0.533; number 5, N, carries -0.644; number 6, C, carries 0.810

[8]
Entry from the OMol25 dataset: a structure of composition C24H19AsN3O8STi (the ωB97M-V functional and the def2-TZVPD basis).

Geometry (Å):
As -1.35 1.70 -1.98
Ti -0.05 -0.45 0.05
S -3.12 -0.06 0.54
O -0.54 1.97 -3.34
O 0.33 -1.21 -1.60
O -2.93 1.36 0.71
O -4.12 -0.73 1.29
O -2.03 3.12 -1.28
O -0.29 1.13 -0.66
O -1.76 -0.75 0.79
O 0.26 -2.37 1.23
N 1.94 -0.78 0.31
N 0.36 1.48 2.82
N 2.83 -0.41 -0.52
C 1.28 -0.69 -2.36
C -3.84 -0.99 -3.85
C 3.84 -1.96 3.28
C -2.91 -0.01 -3.52
C 3.26 0.42 -4.05
C -4.31 -1.34 -1.52
C 1.14 -0.76 -3.76
C 2.47 -0.14 -1.80
C 1.42 -2.29 2.00
C 4.64 1.03 -2.15
C 5.56 1.58 -3.01
C 4.21 1.00 -4.91
C -3.38 -0.37 -1.19
C 2.08 -0.20 -4.56
C 2.89 -2.83 3.79
C 3.48 0.44 -2.66
C 3.58 -1.25 2.12
C -4.54 -1.65 -2.86
C 5.35 1.57 -4.40
C 2.36 -1.41 1.49
C -2.67 0.31 -2.19
C 0.26 0.78 1.91
C 1.66 -3.01 3.15
C -0.74 -3.31 1.67
H -5.27 -2.40 -3.12
H 4.03 0.99 -5.98
H 4.32 -0.57 1.69
H -2.51 2.88 -0.46
H 3.09 -3.38 4.70
H -4.86 -1.84 -0.73
H 4.81 1.05 -1.09
H -2.35 0.52 -4.29
H 0.25 -1.22 -4.16
H 6.08 2.02 -5.06
H 1.94 -0.21 -5.64
H 0.39 2.14 3.57
H -1.15 -3.01 2.64
H 6.46 2.03 -2.62
H -4.02 -1.22 -4.89
H -1.53 -3.29 0.93
H -0.30 -4.30 1.72
H 4.79 -1.84 3.79
H 0.94 -3.70 3.56

Summary:
Relative energy (zero: lowest compared OMol25 entry of this formula, charge and spin): 0.254 eV
Charge: +1
DFT total energy: -140831.669 eV
HOMO: -11.04 eV

Results of the natural (NBO) charge analysis, in e, for atoms 1 through 6: number 1, As, carries 2.447; number 2, Ti, carries 1.578; number 3, S, carries 2.418; number 4, O, carries -1.079; number 5, O, carries -0.636; number 6, O, carries -0.975

relative energy (zero: lowest compared OMol25 entry of this formula, charge and spin) of number 5 (C30H45NO3P2ReS)? 0.000 eV